DFT (ωB97M-V/def2-TZVPD) results for a cluster of 7 separate species, C29H51Cl3N3O24S6 in total at a distorted geometry.

Geometry as XYZ:
```
116
Properties=species:S:1:pos:R:3
C -3.773 2.217 -0.261
C -4.112 1.079 -0.131
N -4.370 -0.288 0.052
C -4.333 -0.886 1.486
N -5.520 -1.659 1.712
C -6.577 -0.963 2.478
C -7.896 -1.716 2.235
C -8.612 -1.274 0.952
C -3.059 -1.808 1.552
C -1.941 -0.871 2.091
C -1.199 0.012 1.068
C -2.930 -2.433 0.123
N -1.616 -2.736 -0.407
C -0.722 -3.207 0.388
C 0.671 -2.623 0.314
C -0.894 -4.345 1.371
C -3.807 -3.724 -0.014
Cl -4.462 -4.490 1.428
C -4.052 -4.330 -1.187
C -3.529 -3.859 -2.523
Cl -4.993 -5.793 -1.239
C -3.584 -1.286 -0.779
Cl -2.641 -0.607 -2.106
H -3.598 3.267 -0.158
H -5.351 -0.370 -0.236
H -4.352 -0.030 2.157
H -5.882 -2.100 0.874
H -6.654 0.096 2.201
H -6.349 -1.102 3.538
H -8.543 -1.690 3.114
H -7.639 -2.777 2.105
H -9.586 -1.760 0.869
H -8.737 -0.190 0.914
H -8.046 -1.619 0.074
H -3.324 -2.434 2.401
H -2.336 -0.207 2.864
H -1.186 -1.481 2.601
H -0.191 0.181 1.463
H -1.059 -0.432 0.084
H -1.626 1.013 0.977
H 0.718 -1.813 -0.411
H 0.947 -2.233 1.300
H 1.421 -3.375 0.045
H 0.036 -4.921 1.353
H -1.729 -4.999 1.136
H -0.963 -3.921 2.382
H -2.445 -3.746 -2.546
H -3.775 -4.631 -3.255
H -4.033 -2.957 -2.878
H -4.380 -1.769 -1.345
C 2.164 2.427 -2.020
C 1.091 1.487 -1.521
O 1.714 0.748 -0.471
S 2.799 1.690 0.266
O 2.206 2.239 1.432
O 4.037 0.994 0.296
O 2.877 2.835 -0.841
H 2.865 1.911 -2.680
H 1.755 3.289 -2.533
H 0.728 0.818 -2.297
H 0.250 2.039 -1.093
C 2.828 5.487 -5.874
C 2.584 4.829 -7.215
O 1.698 3.739 -6.919
S 0.737 4.144 -5.709
O -0.504 4.587 -6.226
O 0.814 3.125 -4.721
O 1.561 5.421 -5.202
H 3.559 4.930 -5.283
H 3.152 6.520 -5.970
H 3.498 4.463 -7.675
H 2.076 5.504 -7.906
C 7.134 -0.581 0.465
C 6.022 -1.406 -0.136
O 6.691 -2.375 -0.954
S 8.101 -2.756 -0.295
O 7.946 -3.951 0.450
O 9.111 -2.594 -1.275
O 8.181 -1.525 0.745
H 7.517 0.154 -0.247
H 6.827 -0.074 1.376
H 5.339 -0.809 -0.731
H 5.461 -1.941 0.634
C 6.667 6.961 -1.637
C 5.710 6.796 -2.798
O 5.541 5.376 -2.925
S 5.639 4.694 -1.470
O 4.324 4.473 -0.977
O 6.592 3.647 -1.531
O 6.280 5.947 -0.701
H 7.698 6.773 -1.940
H 6.598 7.943 -1.178
H 6.098 7.217 -3.722
H 4.735 7.236 -2.578
C -11.379 -4.360 3.895
C -12.689 -4.093 4.604
O -12.855 -2.671 4.523
S -12.222 -2.132 3.155
O -13.252 -1.993 2.194
O -11.321 -1.078 3.460
O -11.371 -3.446 2.789
H -10.525 -4.130 4.535
H -11.299 -5.384 3.539
H -12.677 -4.415 5.641
H -13.527 -4.564 4.087
C 10.498 0.936 2.273
C 11.398 -0.251 2.040
O 12.716 0.233 2.326
S 12.636 1.349 3.479
O 12.929 0.746 4.728
O 13.312 2.508 3.025
O 11.048 1.606 3.410
H 10.525 1.624 1.424
H 9.469 0.644 2.468
H 11.337 -0.627 1.023
H 11.176 -1.059 2.740
```

Its LUMO energy is -2.6 eV. As for the net charge: +1. As for the total energy: -6874.7711 Eh. As for the highest occupied orbital energy: -11.5 eV.